[1]
47
Properties=species:S:1:pos:R:3:forces:R:3 method="wB97M-V/def2-TZVPD" energy_ha=-2336.332409 total_charge=-1 homo_lumo_gap_ev="7.26 / 7.29" spin_multiplicity=5 e_homo_ev="-5.10 / -5.11"
Pm -0.503232 0.173056 -0.407986 0.797 0.171 0.000
O 3.330830 -0.908114 -2.548844 0.415 -0.160 -0.269
C 2.266880 -0.812488 -1.949677 -0.216 0.160 0.112
N 1.685362 0.263403 -1.403677 -0.243 0.063 0.266
C 2.320602 1.532484 -1.377559 0.108 -0.048 0.018
C 3.442756 1.863792 -2.137098 -0.027 -0.024 -0.167
C 3.996056 3.137077 -2.088310 0.058 -0.114 -0.080
C 3.439676 4.097179 -1.271429 -0.038 0.060 0.047
C 2.336293 3.786485 -0.490215 -0.125 0.002 0.132
C 1.765211 2.511230 -0.513602 -0.066 0.064 0.150
N 0.652687 2.114367 0.274727 0.103 -0.001 -0.062
C 0.082476 2.919027 1.187631 0.064 0.037 -0.025
O 0.372282 4.065254 1.528307 -0.007 -0.053 -0.022
C -1.117466 2.289009 1.891223 0.115 0.092 0.074
C -1.984889 3.117658 2.586618 -0.023 -0.041 0.033
C -3.084524 2.561439 3.213286 0.043 0.002 0.056
C -3.262878 1.185970 3.167849 0.043 0.007 0.026
C -2.354755 0.427082 2.461400 0.015 -0.054 0.055
N -1.304877 0.963890 1.820338 -0.073 0.091 -0.055
C 1.484474 -2.108155 -1.765381 0.320 0.043 -0.205
C 1.897489 -3.238893 -2.449130 0.143 -0.143 -0.092
C 1.241079 -4.437662 -2.232770 0.183 0.042 -0.142
C 0.194156 -4.475235 -1.332336 -0.126 0.018 0.100
C -0.171975 -3.298975 -0.709144 -0.182 -0.016 0.147
N 0.455375 -2.137788 -0.925373 -0.363 -0.084 0.210
H 3.869597 1.109364 -2.776844 0.002 0.056 0.022
H 4.862383 3.367887 -2.697131 -0.007 -0.031 -0.004
H 3.858983 5.095418 -1.230113 -0.016 0.002 0.016
H 1.905846 4.529127 0.159837 0.001 -0.013 0.001
H -1.777873 4.177240 2.592506 0.000 0.001 0.006
H -3.808373 3.189021 3.715781 0.011 -0.017 -0.016
H -4.115686 0.709851 3.628813 -0.004 0.008 -0.009
H -2.472650 -0.645941 2.382995 -0.012 0.018 -0.019
H 2.737583 -3.139900 -3.120201 0.014 -0.017 -0.002
H 1.545812 -5.334864 -2.756453 0.022 0.009 -0.019
H -0.347925 -5.385479 -1.121178 -0.015 0.000 0.007
H -1.002548 -3.276909 -0.016379 0.005 -0.019 -0.009
N -5.535004 2.668777 1.349445 -0.052 0.013 -0.025
C -4.777017 2.643136 0.473910 0.017 -0.176 0.072
N -3.950802 2.734555 -0.533895 -0.176 0.426 -0.251
C -3.014338 2.017738 -0.959840 0.128 -0.089 0.000
N -2.098611 1.466198 -1.461815 -0.451 0.190 -0.203
F -3.497517 -2.957652 -0.858414 -0.004 -0.015 -0.028
B -3.404926 -2.162885 0.260631 0.050 0.002 0.045
F -3.008659 -2.880091 1.383378 0.000 -0.027 0.036
F -4.496640 -1.371082 0.484774 -0.011 -0.003 0.005
F -2.240790 -1.220828 0.002722 -0.421 -0.429 0.067

***

[2]
63
Properties=species:S:1:pos:R:3:forces:R:3 method="wB97M-V/def2-TZVPD" energy_ha=-5074.003784 total_charge=+1 de_lowest_kcal_mol=3.78 homo_lumo_gap_ev=6.83 e_homo_ev=-11.33
Au -0.193370 0.375672 -0.264326 -0.124 -0.121 0.068
O -1.464938 3.814464 -1.821163 -0.013 0.002 0.008
C -0.890865 2.927964 -1.260617 0.049 0.016 -0.014
O -1.267293 1.652455 -1.336189 -0.022 -0.049 -0.009
C 0.346252 3.188332 -0.428233 -0.042 -0.024 -0.008
C 0.893311 4.445234 -0.290702 -0.003 0.006 -0.005
C 2.044378 4.579688 0.473596 0.003 -0.012 0.006
C 2.609935 3.459319 1.066992 -0.001 0.019 -0.006
C 2.006854 2.228151 0.890139 0.000 -0.006 -0.006
N 0.896192 2.119681 0.159576 0.031 -0.042 0.036
H 0.411750 5.278322 -0.783131 0.002 0.001 0.001
H 2.500883 5.551658 0.602712 0.001 0.000 0.000
H 3.509219 3.530921 1.661236 0.000 0.003 0.000
H 2.394360 1.313599 1.319909 -0.007 -0.006 0.002
F 1.588024 -6.340516 0.024071 -0.002 0.001 0.000
C 0.871951 -5.260482 -0.210544 -0.002 0.007 -0.001
C -0.454204 -5.210990 0.167699 -0.001 -0.008 0.002
F -1.023575 -6.251536 0.752670 0.003 0.004 -0.003
C -1.193676 -4.066894 -0.088641 0.000 -0.008 0.028
F -2.488961 -4.107452 0.225555 0.015 -0.015 -0.007
C -0.628637 -2.944539 -0.682220 -0.009 0.022 -0.001
P -1.544634 -1.399001 -0.890471 0.025 0.008 -0.051
C -2.963204 -1.255785 0.188193 -0.026 0.054 -0.008
C -2.955622 -1.727702 1.500761 -0.008 -0.009 0.006
C -4.025886 -1.450413 2.330581 -0.001 0.006 0.003
C -5.090384 -0.688822 1.863661 0.002 0.003 0.003
C -5.089054 -0.200317 0.565377 0.007 -0.003 -0.003
C -4.024820 -0.476907 -0.277582 -0.012 -0.003 0.014
C -2.103908 -1.342153 -2.592966 0.030 0.014 0.002
C -3.065731 -2.294172 -2.944562 0.017 -0.008 0.016
C -3.512975 -2.360856 -4.251150 0.001 0.007 -0.012
C -3.005092 -1.483618 -5.202576 -0.010 -0.011 0.006
C -2.051258 -0.541437 -4.850996 0.007 0.011 0.003
C -1.593047 -0.467594 -3.544134 -0.003 0.025 0.006
C 0.697319 -3.048993 -1.134803 0.002 0.011 -0.030
Br 1.516067 -1.732379 -2.202561 -0.015 -0.024 0.032
C 1.436545 -4.183593 -0.883630 -0.005 0.008 -0.004
F 2.690800 -4.288798 -1.293426 0.004 -0.003 0.002
H -2.135417 -2.324744 1.874563 -0.027 0.009 -0.016
H -4.027330 -1.831470 3.342340 -0.001 0.000 -0.001
H -5.926230 -0.476315 2.516995 0.000 -0.003 0.001
H -5.916478 0.394876 0.204267 0.000 0.000 0.001
H -4.022178 -0.089637 -1.288273 -0.001 0.004 0.002
H -3.466875 -2.974272 -2.201184 0.000 -0.002 0.002
H -4.257823 -3.094481 -4.527382 0.000 0.000 0.001
H -3.358564 -1.535859 -6.223651 0.001 -0.002 0.000
H -1.662349 0.141991 -5.593233 0.000 0.000 -0.001
H -0.857875 0.275271 -3.271113 -0.007 -0.013 -0.003
O -0.274562 -3.068568 4.066488 -0.023 -0.015 -0.001
C -0.622432 -1.778876 3.990048 0.033 0.015 -0.007
C -1.521623 -1.298473 4.944765 -0.004 -0.005 0.009
C -1.915736 0.021247 4.928713 -0.006 -0.007 0.011
C -1.421178 0.900989 3.965580 0.006 0.010 -0.023
C -0.550219 0.425604 3.010536 -0.006 -0.013 0.007
C -0.150718 -0.915815 2.980823 0.072 0.002 -0.028
C 0.752109 -1.472540 1.944595 -0.158 -0.051 -0.044
O 1.325130 -2.539312 2.108562 -0.024 -0.058 0.002
O 0.968655 -0.836921 0.798407 0.240 0.233 0.036
H 0.457229 -3.214266 3.427803 0.013 0.009 0.010
H -1.875395 -1.988254 5.699410 -0.003 0.005 0.004
H -2.602360 0.380911 5.684235 0.001 -0.002 0.001
H -1.706660 1.943620 3.976232 0.000 -0.002 -0.002
H -0.139061 1.121463 2.293474 0.003 0.009 -0.037

***

[3]
17
Properties=species:S:1:pos:R:3:forces:R:3 method="wB97M-V/def2-TZVPD" energy_ha=-777.427311 total_charge=+1 de_lowest_kcal_mol=137.38 homo_lumo_gap_ev="6.24 / 5.99" e_homo_ev="-11.28 / -11.03"
C -2.448338 0.424367 1.303803 2.118 -0.411 4.074
C 2.071257 -1.562111 -0.728507 0.455 -3.186 0.144
C -2.796492 0.955093 0.038998 -2.370 1.081 -2.592
N -1.951942 1.197213 -0.912953 2.280 -0.694 4.134
N 1.967507 -0.526805 0.172453 -0.456 2.180 1.854
O 1.005304 0.232119 0.153702 0.390 -0.969 -0.677
O 5.158144 -0.298625 -0.302717 1.967 -3.243 -1.398
S 4.439343 0.822947 0.189112 -1.807 3.337 1.390
H -2.769331 -0.659159 1.538196 -0.006 1.719 -0.762
H -2.811900 1.083640 2.218379 0.383 -1.285 -2.013
H -1.307472 0.400904 1.382530 -1.384 -0.039 0.016
H 3.184522 -1.794497 -0.852725 -1.358 0.884 -0.946
H 1.270432 -1.661182 -1.496467 1.036 0.263 0.050
H 1.982222 -2.467150 -0.033324 -0.456 0.838 -0.472
H -3.871150 1.238647 -0.214114 1.307 -0.835 0.306
H -0.923846 1.208924 -0.635888 -1.301 -0.592 -0.864
H -2.198262 1.405674 -1.820486 -0.799 0.950 -2.245

***

[4]
18
Properties=species:S:1:pos:R:3:forces:R:3 method="wB97M-V/def2-TZVPD" energy_ha=-488.777834 total_charge=+1 de_lowest_kcal_mol=96.40 homo_lumo_gap_ev=10.15 e_homo_ev=-13.41
C 1.485792 0.268647 -0.168140 0.979 -1.024 -0.802
C 2.896757 -1.783182 -0.245624 0.679 -1.228 0.114
C -2.411154 -0.994376 0.999940 -0.437 -0.393 0.166
N 2.139604 -0.640792 -0.532267 -1.030 1.717 0.274
N 0.690556 1.241253 -0.098178 -1.352 0.469 0.078
N -2.617141 -0.092530 0.120972 0.012 0.082 -0.266
N 1.054755 2.569083 0.170358 0.645 0.489 0.494
O -1.874522 0.877674 -0.180484 0.274 0.744 -0.242
O -3.766068 -0.172483 -0.603593 -0.582 -0.636 0.159
H 2.754442 -2.491635 -1.065930 0.099 0.037 0.212
H 2.618563 -2.236578 0.706289 -0.002 0.055 -0.061
H 3.949461 -1.501190 -0.217887 -0.031 -0.013 -0.015
H -1.530640 -0.956640 1.611696 0.156 0.237 -0.071
H -3.154662 -1.757548 1.129749 -0.146 -0.064 -0.067
H -0.367622 1.034633 -0.077844 0.376 -0.181 -0.100
H -3.798701 0.566549 -1.236156 0.563 0.108 0.320
H 1.715164 2.930039 -0.514316 -0.316 -0.176 -0.096
H 0.215409 3.139084 0.201422 0.112 -0.222 -0.096

***

[5]
23
Properties=species:S:1:pos:R:3:forces:R:3 method="wB97M-V/def2-TZVPD" energy_ha=-818.899635 total_charge=+1 de_lowest_kcal_mol=139.73 homo_lumo_gap_ev="7.77 / 8.28" e_homo_ev="-11.80 / -12.12"
C 0.844772 2.133703 -0.927225 -0.833 1.872 5.474
C -0.003702 -1.410958 0.457903 -0.268 3.141 -0.546
C 1.112380 -0.412034 -0.114542 -1.173 -2.137 -1.017
C 0.397049 -1.881914 1.803320 0.917 -2.630 -1.881
C 1.122610 -0.762034 -1.665494 -0.373 -0.883 0.972
C -3.162145 0.111895 0.889873 -2.021 -3.390 1.355
N -1.098004 -0.397311 0.466108 2.500 -0.424 -1.196
N 0.745625 3.463490 -0.779743 0.189 -1.031 -3.800
O -2.251394 -0.779307 0.852012 -2.044 -0.699 0.704
S 0.503711 1.226450 0.450470 1.622 0.242 -2.245
H -0.130942 -2.193467 -0.307993 -0.267 0.053 0.677
H 2.054872 -0.610171 0.390067 0.122 0.186 -0.189
H -0.378167 -2.492774 2.167337 -1.042 -0.563 1.102
H 0.776362 -1.184644 2.491791 0.273 1.047 0.758
H 1.175134 -2.619365 1.505565 0.057 0.350 0.902
H 1.333960 -1.898713 -1.777535 -0.006 2.036 0.317
H 1.841986 -0.201851 -2.264345 -0.174 -0.079 -0.024
H 0.064331 -0.654311 -2.005238 0.867 0.226 -0.076
H -4.130395 -0.247440 1.239141 0.418 0.089 -0.169
H -2.976534 1.079018 0.665620 0.853 2.844 -0.843
H 0.991035 1.773075 -1.870693 0.374 -1.043 -2.261
H 0.575587 3.925993 -1.660468 0.224 0.461 0.093
H 0.591871 4.032669 -0.005931 -0.216 0.330 1.896

***

[6]
12
Properties=species:S:1:pos:R:3:forces:R:3 method="wB97M-V/def2-TZVPD" energy_ha=-306.318113 total_charge=0 de_lowest_kcal_mol=118.09 homo_lumo_gap_ev=8.59 e_homo_ev=-9.37
O -1.506958 -0.362539 1.200477 0.033 -0.276 0.042
C -0.832029 0.187157 0.109646 -0.062 0.231 -0.135
C 0.507656 0.889817 0.416014 -0.054 0.008 0.106
C 1.179817 0.412562 -0.819641 -0.209 -0.536 0.373
O 0.507812 -1.711287 -0.317839 0.289 0.599 -0.133
C -0.263809 -0.876269 -0.851127 0.274 0.173 -0.150
H -0.997633 -1.141607 1.471503 -0.078 0.099 0.047
H -1.513285 0.858177 -0.418391 0.044 -0.048 0.072
H 0.423029 1.983733 0.414393 0.042 -0.078 -0.061
H 0.962597 0.577876 1.363863 -0.069 0.103 -0.083
H 2.273737 0.265648 -0.745252 -0.396 -0.374 -0.236
H -0.740934 -1.083267 -1.823647 0.186 0.098 0.157